Entry 1:
Formula: C21H28ClN5O5
Source: the Open Molecules 2025 dataset
Level of theory: ωB97M-V with the def2-TZVPD basis set

```
60
Properties=species:S:1:pos:R:3:nbo_charge:R:1
C -3.93379 -3.64780 -3.99535 -0.60
H -4.07377 -4.55264 -3.40892 0.20
C -4.42820 -2.43072 -3.22375 -0.39
C -3.67541 -2.25821 -1.90650 -0.41
H -3.81664 -3.14625 -1.28768 0.22
C -4.18773 -1.04235 -1.13106 -0.23
N -3.46609 -0.84140 0.11733 -0.44
C -2.23628 -0.22526 0.14892 0.47
C -1.58270 -0.04499 1.35351 -0.17
C -2.15813 -0.48155 2.59048 0.64
O -1.68459 -0.35649 3.70262 -0.62
N -3.38887 -1.12742 2.42336 -0.64
C -4.08156 -1.32561 1.26618 0.80
O -5.15559 -1.88024 1.23563 -0.63
H -3.83787 -1.46093 3.26893 0.43
N -0.35482 0.67076 1.38008 -0.45
C 0.85484 0.09943 1.57174 0.72
O 1.87334 0.75965 1.66638 -0.65
C 0.90783 -1.42119 1.53998 -0.51
H -0.00277 -1.86664 1.93313 0.23
H 1.75311 -1.72657 2.15847 0.23
C 1.14509 -1.87715 0.09068 -0.21
N 2.26718 -1.18116 -0.49435 -0.59
C 2.12599 0.02164 -1.08400 0.72
O 1.04248 0.50043 -1.38575 -0.68
C 3.40371 0.73594 -1.37438 -0.20
C 4.47326 0.15910 -2.05246 -0.01
C 5.62933 0.88065 -2.30051 -0.24
C 5.72781 2.18832 -1.85791 -0.18
C 4.67113 2.77711 -1.18337 -0.23
C 3.51429 2.05688 -0.95303 -0.08
H 2.68471 2.49432 -0.42104 0.23
H 4.74713 3.79662 -0.83899 0.22
H 6.63283 2.74563 -2.04577 0.22
H 6.44309 0.41652 -2.83552 0.23
Cl 4.36993 -1.46755 -2.64447 0.00
H 3.18079 -1.42572 -0.14385 0.41
H 0.26837 -1.65672 -0.52210 0.22
H 1.34263 -2.95132 0.05794 0.21
C -0.43645 2.12225 1.41472 -0.24
C -0.32735 2.65366 2.85710 -0.08
O -0.76941 3.98412 2.98916 -0.53
C -2.16327 4.12575 3.09189 -0.25
H -2.34994 5.17713 3.30321 0.19
H -2.67999 3.85272 2.16371 0.16
H -2.56322 3.51254 3.90858 0.17
H -0.88857 1.98831 3.52727 0.19
H 0.72154 2.65021 3.16019 0.20
H 0.37674 2.52885 0.80953 0.22
H -1.38991 2.41708 0.97394 0.20
N -1.70902 0.24517 -0.99609 -0.80
H -2.10733 -0.01227 -1.88027 0.40
H -0.72127 0.50078 -1.00746 0.46
H -5.23050 -1.21356 -0.85303 0.26
H -4.13897 -0.13094 -1.73261 0.20
H -2.60522 -2.16419 -2.10934 0.19
H -4.30035 -1.53536 -3.83725 0.19
H -5.49366 -2.54010 -3.01463 0.20
H -2.87571 -3.55085 -4.22929 0.20
H -4.48197 -3.75524 -4.92767 0.21
```

## Properties
Structure (SMILES): CCCCn1c(N)c(N(CCOC)C(=O)CCNC(=O)c2ccccc2Cl)c(=O)[nH]c1=O
E_tot in Ha: -1927.30820
Gap between HOMO and LUMO in Ha: 0.3303
Energy relative to the best compared isomer or geometry (same formula, charge and spin) in kcal/mol: 0.00


Entry 2:
Formula: C21H28FN3O2
Source: the Open Molecules 2025 dataset
Level of theory: ωB97M-V with the def2-TZVPD basis set

```
55
Properties=species:S:1:pos:R:3:nbo_charge:R:1
C -0.90255 2.78239 -1.12048 -0.63
C -0.21511 2.12737 0.06073 -0.08
H -0.92254 1.92309 0.87200 0.21
H 0.58606 2.76077 0.45637 0.19
O 0.35538 0.89359 -0.38346 -0.53
C 0.93288 0.13296 0.53939 0.83
O 0.95923 0.41218 1.71252 -0.62
C 1.61805 -1.09467 -0.06147 -0.12
C 1.60970 -2.24801 0.96066 -0.43
C 0.55654 -3.30903 0.59661 -0.21
N -0.69337 -2.75794 0.12810 -0.46
C -0.51710 -1.98318 -1.09576 -0.21
C 0.93143 -1.54073 -1.35374 -0.43
H 0.92458 -0.72553 -2.07615 0.24
H 1.50462 -2.36803 -1.77722 0.20
H -0.85405 -2.59510 -1.94270 0.19
H -1.15480 -1.09790 -1.05357 0.20
C -1.48749 -2.09836 1.14651 -0.22
C -2.97504 -2.19569 0.79895 -0.41
H -3.16246 -1.73068 -0.16929 0.22
H -3.25240 -3.24747 0.72866 0.21
C -3.85528 -1.50546 1.84347 -0.21
N -3.64921 -0.08253 1.84425 -0.16
C -2.96648 0.65642 2.74016 -0.04
C -3.01840 1.96162 2.30655 -0.35
C -3.76192 1.90326 1.12012 -0.07
N -4.13071 0.66467 0.85598 -0.28
H -4.03812 2.70299 0.46189 0.21
H -2.59255 2.82542 2.77452 0.23
H -2.50180 0.21812 3.60018 0.22
H -4.90733 -1.69329 1.61078 0.22
H -3.63430 -1.88557 2.84381 0.20
H -1.21215 -1.04164 1.28388 0.18
H -1.31435 -2.61182 2.09601 0.19
H 0.93957 -3.95509 -0.19847 0.19
H 0.35599 -3.94190 1.46415 0.20
H 1.40042 -1.83159 1.94790 0.24
H 2.58940 -2.72622 1.00188 0.21
C 3.08417 -0.65340 -0.32649 -0.41
C 3.17688 0.60979 -1.13116 0.01
C 3.20336 1.84086 -0.48694 -0.32
C 3.22596 2.99867 -1.23908 0.47
C 3.23595 2.97986 -2.62148 -0.32
C 3.23311 1.75109 -3.25721 -0.18
C 3.20498 0.57948 -2.52058 -0.23
H 3.21006 -0.37134 -3.03224 0.21
H 3.25078 1.70849 -4.33575 0.22
H 3.25156 3.90605 -3.17341 0.23
F 3.23402 4.19006 -0.60086 -0.34
H 3.19751 1.90402 0.59102 0.23
H 3.59205 -1.46729 -0.84812 0.22
H 3.56638 -0.50366 0.64181 0.23
H -0.19043 2.93385 -1.92787 0.22
H -1.71304 2.15321 -1.47883 0.22
H -1.30763 3.74284 -0.81654 0.22
```

## Properties
Structure (SMILES): CCOC(=O)C1(Cc2cccc(F)c2)CCN(CCCn2cccn2)CC1
E_tot in Ha: -1231.63357
Gap between HOMO and LUMO in Ha: 0.3294
Energy relative to the best compared isomer or geometry (same formula, charge and spin) in kcal/mol: 5.10


Entry 3:
Formula: C21H28N2O6S2
Source: the Open Molecules 2025 dataset
Level of theory: ωB97M-V with the def2-TZVPD basis set

```
59
Properties=species:S:1:pos:R:3:nbo_charge:R:1
C -8.41010 -1.84336 -0.49356 -0.64
C -8.56852 -0.32998 -0.38730 -0.06
H -8.58408 -0.00758 0.66032 0.17
H -9.50737 -0.02234 -0.85563 0.20
O -7.57388 0.37309 -1.11129 -0.49
C -6.32318 0.49450 -0.61388 0.32
C -5.89891 0.04301 0.63704 -0.27
C -4.58999 0.24756 1.03493 -0.15
C -3.70368 0.89545 0.19920 -0.38
C -4.10932 1.35296 -1.04231 -0.16
C -5.41130 1.15368 -1.44779 -0.26
H -5.75933 1.50157 -2.40719 0.23
H -3.39632 1.86775 -1.66668 0.24
S -2.02043 1.10489 0.74893 2.32
O -2.01602 1.53062 2.11791 -0.94
O -1.32082 1.91486 -0.21490 -0.95
N -1.52098 -0.49617 0.71772 -0.68
C -0.62321 -0.94356 1.75963 -0.24
H -0.91981 -0.42711 2.67241 0.24
C 0.85691 -0.66251 1.44217 -0.06
N 1.14690 -1.08289 0.08975 -0.72
S 2.28490 -2.25033 -0.16695 2.35
O 2.29247 -3.15345 0.94998 -0.94
O 2.08145 -2.77816 -1.48600 -0.94
C 3.78970 -1.29223 -0.13621 -0.37
C 4.15921 -0.59040 -1.26437 -0.17
C 5.27911 0.22323 -1.24176 -0.27
C 6.02873 0.33663 -0.07072 0.32
C 5.63943 -0.38170 1.06657 -0.26
C 4.52476 -1.19077 1.03211 -0.17
H 4.21580 -1.76058 1.89356 0.24
H 6.23472 -0.28320 1.96017 0.23
O 7.13405 1.10017 0.07083 -0.49
C 7.61286 1.84776 -1.03383 -0.06
C 8.86209 2.58607 -0.57983 -0.62
H 9.26470 3.17108 -1.40154 0.21
H 8.62169 3.24877 0.24673 0.22
H 9.61232 1.87478 -0.24613 0.22
H 6.84744 2.56289 -1.36390 0.17
H 7.85111 1.17394 -1.86775 0.17
H 5.55770 0.76072 -2.13386 0.22
H 3.56994 -0.69823 -2.16086 0.23
C 0.26600 -0.63823 -0.95854 -0.25
H 0.57304 -1.15525 -1.86756 0.25
C -1.18166 -0.98714 -0.60024 -0.24
H -1.87482 -0.53484 -1.31064 0.22
H -1.31364 -2.07390 -0.60112 0.21
H 0.35222 0.44559 -1.09356 0.22
C 1.23298 0.80270 1.66256 -0.64
H 1.11624 1.05871 2.71202 0.22
H 0.59087 1.45802 1.08060 0.22
H 2.26793 0.96712 1.36839 0.22
H 1.47136 -1.30055 2.08453 0.24
H -0.76778 -2.02235 1.87943 0.21
H -4.24374 -0.08585 1.99978 0.23
H -6.57555 -0.46005 1.30873 0.22
H -9.22290 -2.33317 0.03526 0.22
H -7.46431 -2.16853 -0.06754 0.21
H -8.43698 -2.14367 -1.53785 0.22
```

## Properties
Structure (SMILES): CCOc1ccc(S(=O)(=O)N2CCN(S(=O)(=O)c3ccc(OCC)cc3)[C@@H](C)C2)cc1
E_tot in Ha: -2174.31261
Gap between HOMO and LUMO in Ha: 0.3365
Energy relative to the best compared isomer or geometry (same formula, charge and spin) in kcal/mol: 27.21


Entry 4:
Formula: C21H28N4O3
Source: the Open Molecules 2025 dataset
Level of theory: ωB97M-V with the def2-TZVPD basis set

```
56
Properties=species:S:1:pos:R:3:nbo_charge:R:1
C 6.73939 3.10460 -0.56722 -0.64
C 7.54754 1.83060 -0.76941 -0.07
H 8.05746 1.83498 -1.73561 0.18
H 8.27845 1.71576 0.03771 0.20
O 6.70943 0.67829 -0.80450 -0.53
C 6.32800 0.19509 0.40200 0.90
O 6.71210 0.64126 1.45803 -0.67
N 5.51696 -0.88236 0.28694 -0.45
C 4.96131 -1.35707 -0.95833 -0.21
H 5.47900 -0.87301 -1.78444 0.24
C 3.46102 -1.06825 -1.02043 -0.43
H 3.04318 -1.47020 -1.94488 0.21
H 3.29081 0.00788 -1.00021 0.24
C 2.76229 -1.69552 0.19004 -0.04
N 1.32863 -1.45251 0.15355 -0.62
C 0.76491 -0.21607 0.14879 0.67
O 1.41028 0.81342 0.12686 -0.63
C -0.72768 -0.22299 0.17552 -0.16
C -1.36035 0.80290 0.85927 -0.18
C -2.74731 0.80965 0.89002 0.16
N -3.62259 1.67846 1.48892 -0.47
C -4.80339 1.23185 1.19665 0.22
N -4.80378 0.09618 0.44059 -0.37
C -3.48267 -0.19771 0.21633 0.10
C -2.84756 -1.20595 -0.49411 -0.24
C -1.46891 -1.20745 -0.49712 -0.21
H -0.95140 -1.96626 -1.06654 0.21
H -3.40337 -1.95885 -1.03364 0.21
C -5.92665 -0.61967 -0.11776 -0.03
H -5.61795 -1.66590 -0.20815 0.21
C -7.19526 -0.47958 0.73555 -0.42
H -7.75227 -1.41557 0.70233 0.22
C -8.02165 0.65892 0.10602 -0.41
C -7.20731 1.16149 -1.09338 -0.41
H -7.84368 1.48493 -1.91506 0.22
C -6.32944 -0.02637 -1.47526 -0.41
H -5.46229 0.26058 -2.06898 0.22
H -6.90814 -0.76422 -2.03205 0.21
H -6.57721 2.00344 -0.80336 0.21
H -8.21544 1.46029 0.81762 0.21
H -8.98607 0.27764 -0.22891 0.21
H -6.94464 -0.28549 1.77745 0.22
H -5.70596 1.70650 1.52772 0.20
H -0.78276 1.56863 1.35054 0.24
H 0.72267 -2.24080 0.30734 0.40
C 3.39823 -1.14986 1.47409 -0.43
H 2.93508 -1.60826 2.34956 0.21
C 4.89947 -1.43582 1.47075 -0.22
H 5.38136 -0.98380 2.33860 0.25
H 5.07607 -2.51838 1.48370 0.18
H 3.22965 -0.07360 1.51388 0.24
H 2.89771 -2.78402 0.15605 0.19
H 5.13310 -2.43982 -1.01735 0.18
H 7.39833 3.96707 -0.61346 0.21
H 5.97769 3.19432 -1.33817 0.21
H 6.25561 3.08064 0.40588 0.23
```

## Properties
Structure (SMILES): CCOC(=O)N1CCC(NC(=O)c2ccc3c(c2)ncn3C2CCCC2)CC1
E_tot in Ha: -1261.84810
Gap between HOMO and LUMO in Ha: 0.3414
Energy relative to the best compared isomer or geometry (same formula, charge and spin) in kcal/mol: 9.42


Entry 5:
Formula: C21H28N4O4S2
Source: the Open Molecules 2025 dataset
Level of theory: ωB97M-V with the def2-TZVPD basis set

```
59
Properties=species:S:1:pos:R:3:nbo_charge:R:1
C 2.79613 -2.91836 1.35239 -0.41
N 1.68856 -2.04978 1.63071 -0.35
C 1.27892 -1.65479 2.86812 0.18
N 0.19299 -0.92924 2.79199 -0.34
N -0.13436 -0.83736 1.50134 -0.27
C 0.74932 -1.49422 0.79204 0.30
C 0.69953 -1.60303 -0.65455 -0.06
C 1.84901 -1.68089 -1.44000 -0.21
C 1.73848 -1.78132 -2.81614 -0.17
C 0.48866 -1.79761 -3.40108 -0.35
C -0.66105 -1.69332 -2.63940 -0.12
C -0.55747 -1.59477 -1.26664 -0.18
H -1.43252 -1.50838 -0.64240 0.24
H -1.61682 -1.70247 -3.13760 0.23
S 0.32539 -1.91540 -5.17890 2.31
O -0.68123 -2.88650 -5.49281 -0.94
O 1.63705 -2.08877 -5.74525 -0.95
N -0.30859 -0.39181 -5.49868 -0.67
C -1.21925 -0.31545 -6.63098 -0.23
H -1.62306 -1.30710 -6.82501 0.24
H -2.03538 0.36763 -6.37260 0.19
C -0.37100 0.25150 -7.76670 -0.42
H -0.96911 0.68319 -8.56622 0.22
H 0.26399 -0.53586 -8.17438 0.21
C 0.47701 1.28752 -7.02896 -0.42
H -0.08162 2.21815 -6.92247 0.20
H 1.41574 1.49972 -7.53551 0.22
C 0.70444 0.64710 -5.64902 -0.24
H 1.68915 0.17968 -5.58414 0.22
H 0.60225 1.37179 -4.83647 0.20
H 2.60954 -1.85232 -3.44841 0.24
H 2.82750 -1.63180 -0.98920 0.22
S 2.11241 -2.05780 4.33159 0.29
C 1.12831 -1.01368 5.43387 -0.62
C 1.10818 0.41659 4.90697 0.82
O 2.03476 0.94055 4.34891 -0.61
O -0.04141 0.98559 5.20992 -0.51
C -0.24875 2.34173 4.77263 0.09
C -0.63884 2.37214 3.29504 -0.43
C -1.97752 1.67915 3.06719 -0.41
C -3.06322 2.31207 3.93062 -0.40
C -2.67755 2.22909 5.40383 -0.40
C -1.34688 2.93522 5.65025 -0.41
H -1.43697 3.99655 5.41225 0.21
H -1.06107 2.84222 6.69971 0.21
H -2.57979 1.18153 5.69190 0.20
H -3.45176 2.68388 6.02529 0.21
H -3.19304 3.35989 3.64705 0.19
H -4.01363 1.80049 3.76788 0.21
H -1.86945 0.62293 3.31357 0.22
H -2.24180 1.74723 2.01130 0.21
H 0.13551 1.87562 2.71005 0.23
H -0.69158 3.41667 2.98120 0.20
H 0.69668 2.88336 4.91411 0.20
H 1.62165 -1.04769 6.40551 0.26
H 0.11552 -1.40556 5.50563 0.25
H 2.58435 -3.50859 0.46150 0.23
H 2.94157 -3.58296 2.20492 0.23
H 3.71215 -2.34196 1.20427 0.21
```

## Properties
Structure (SMILES): Cn1c(SCC(=O)OC2CCCCC2)nnc1-c1ccc(S(=O)(=O)N2CCCC2)cc1
E_tot in Ha: -2133.39263
Gap between HOMO and LUMO in Ha: 0.3174
Energy relative to the best compared isomer or geometry (same formula, charge and spin) in kcal/mol: 0.73


Entry 6:
Formula: C21H28N6O3
Source: the Open Molecules 2025 dataset
Level of theory: ωB97M-V with the def2-TZVPD basis set

```
58
Properties=species:S:1:pos:R:3:nbo_charge:R:1
C -3.19986 3.38065 -2.52059 -0.61
C -2.02114 2.42823 -2.42357 -0.21
N -1.09945 2.80967 -1.36979 -0.20
N -1.26657 3.96798 -0.82153 0.23
O -0.44442 4.33854 0.01983 -0.46
C 0.03207 1.90800 -1.11396 -0.08
H -0.23453 0.96078 -1.58403 0.25
C 0.20378 1.70395 0.40685 -0.25
N 0.73500 0.40364 0.75342 -0.22
N 2.03275 0.31831 0.74148 0.25
O 2.54361 -0.77064 1.00199 -0.45
C -0.10784 -0.69365 1.21655 -0.08
C -0.94540 -1.34273 0.11210 -0.29
N -0.16651 -1.88023 -0.98854 -0.19
N -0.37361 -1.57700 -2.22661 0.24
O -1.24911 -0.73781 -2.47670 -0.48
C 0.86445 -2.84771 -0.72412 -0.44
H 1.71108 -2.38231 -0.21074 0.24
H 0.47083 -3.65605 -0.10630 0.20
H 1.20535 -3.24145 -1.67829 0.23
H -1.52297 -2.15689 0.56480 0.23
H -1.64025 -0.61890 -0.32763 0.24
C -1.01624 -0.26936 2.38350 -0.42
C -1.50996 -1.48319 3.12368 -0.05
C -0.63999 -2.21122 3.92704 -0.21
C -1.07690 -3.34336 4.59004 -0.20
C -2.39054 -3.76231 4.45836 -0.21
C -3.26448 -3.04195 3.66320 -0.22
C -2.82529 -1.90990 2.99827 -0.16
H -3.51436 -1.34909 2.38233 0.20
H -4.29118 -3.36023 3.55961 0.22
H -2.73243 -4.64513 4.97716 0.22
H -0.39168 -3.89860 5.21291 0.22
H 0.38421 -1.88479 4.03765 0.22
H -1.86847 0.30461 2.01521 0.21
H -0.43725 0.36161 3.06185 0.23
H 0.61215 -1.43394 1.59404 0.25
H 0.88470 2.46349 0.79591 0.25
H -0.76375 1.82837 0.89478 0.22
C 1.29350 2.46730 -1.79284 -0.43
C 2.41205 1.46302 -1.84139 -0.04
C 2.26874 0.29056 -2.57350 -0.24
C 3.28496 -0.64714 -2.60405 -0.20
C 4.46434 -0.41695 -1.91731 -0.21
C 4.62432 0.75837 -1.20519 -0.22
C 3.60333 1.69040 -1.16576 -0.13
H 3.72844 2.60044 -0.59794 0.20
H 5.54283 0.94545 -0.66969 0.21
H 5.25521 -1.15193 -1.93756 0.21
H 3.15406 -1.55853 -3.16934 0.21
H 1.35886 0.10414 -3.12605 0.22
H 1.61236 3.36650 -1.26355 0.23
H 1.02409 2.75119 -2.81505 0.22
H -1.47412 2.40984 -3.37331 0.20
H -2.36561 1.40771 -2.23125 0.22
H -2.86076 4.38508 -2.75432 0.22
H -3.87209 3.03991 -3.30302 0.21
H -3.74030 3.41523 -1.57904 0.22
```

## Properties
Structure (SMILES): CCN(N=O)[C@@H](Cc1ccccc1)CN(N=O)[C@@H](Cc1ccccc1)CN(C)N=O
E_tot in Ha: -1371.07422
Gap between HOMO and LUMO in Ha: 0.3373
Energy relative to the best compared isomer or geometry (same formula, charge and spin) in kcal/mol: 207.68